Record 1
One molecule with the formula C2H5N5O. Source: the Open Molecules 2025 dataset; level of theory: wB97M-V/def2-TZVPD.

As for the energy above the lowest of the compared OMol25 structures with the same formula, charge and spin: 49.0 kcal per mole. The total energy comes out at -428.1450 Ha. For the HOMO energy, the calculation gives -8.78 eV. Its total charge is 0. Its SMILES is Nc1n[nH]n(N)c1=O. The orbital gap comes out at 9.6 eV.

Structure (XYZ):
```
13
Properties=species:S:1:pos:R:3:lowdin_charge:R:1
N -1.658 0.842 -1.582 0.132
C -0.723 0.753 -0.550 -0.317
N 0.011 1.652 -0.059 0.077
N 0.872 1.069 0.855 -0.001
N 0.611 -0.286 0.811 -0.189
N 1.188 -1.248 1.579 0.073
C -0.199 -0.664 -0.213 -0.412
O -0.563 -1.699 -0.684 0.089
H -1.497 0.063 -2.253 0.116
H -1.656 1.729 -1.945 0.049
H 1.810 1.304 0.540 0.136
H 1.177 -2.151 1.019 0.119
H 0.626 -1.366 2.482 0.128
```

Record 2
A 2-piece molecular cluster, C2H5N5O overall. Source: the Open Molecules 2025 dataset; level of theory: wB97M-V/def2-TZVPD.

As for the energy above the lowest of the compared OMol25 structures with the same formula, charge and spin: 153.3 kcal per mole. The total energy comes out at -427.9788 Ha. For the HOMO energy, the calculation gives -8.78 eV. Its total charge is 0. The orbital gap comes out at 9.2 eV.

Structure (XYZ):
```
13
Properties=species:S:1:pos:R:3:lowdin_charge:R:1
C 0.948 -0.338 0.538 -0.606
C -0.760 -0.285 1.717 -0.192
H 1.466 -0.524 -2.024 0.049
H 3.150 0.665 -1.809 0.230
H -1.365 -0.043 2.578 0.129
H -2.649 0.066 -0.986 0.110
H -1.591 1.382 -0.514 0.089
N 1.870 0.162 -1.345 -0.080
N 2.050 -0.249 0.067 0.039
N 0.456 -0.364 1.840 0.191
N -1.397 -0.516 0.463 0.004
N -2.167 0.593 -0.191 0.055
O -0.010 -0.550 -0.333 -0.019
```

Record 3
A 2-piece molecular cluster, C2H5N5O overall. Source: the Open Molecules 2025 dataset; level of theory: wB97M-V/def2-TZVPD.

As for the energy above the lowest of the compared OMol25 structures with the same formula, charge and spin: 106.3 kcal per mole. The total energy comes out at -428.0537 Ha. For the HOMO energy, the calculation gives -8.33 eV. Its total charge is 0. The orbital gap comes out at 8.8 eV.

Structure (XYZ):
```
13
Properties=species:S:1:pos:R:3:lowdin_charge:R:1
C 1.564 0.021 -0.029 -0.638
C -0.522 0.811 -0.056 -0.487
H -2.053 -2.066 -0.311 0.124
H -2.386 -0.080 0.426 0.205
H 1.332 -1.774 -0.759 0.204
H 3.033 0.970 0.474 0.212
H -1.590 2.518 -0.006 0.153
N -1.586 -1.246 0.461 -0.059
N -0.555 -0.556 -0.305 -0.218
N 0.755 -1.089 -0.119 0.105
N 0.904 1.123 -0.044 0.161
N -1.638 1.368 0.021 0.058
O 2.742 0.001 0.246 0.180
```

Record 4
One molecule with the formula C2H5N5S. Source: the Open Molecules 2025 dataset; level of theory: wB97M-V/def2-TZVPD.

As for the energy above the lowest of the compared OMol25 structures with the same formula, charge and spin: 66.3 kcal per mole. The total energy comes out at -751.0361 Ha. For the HOMO energy (spin up / spin down), the calculation gives -8.26 / -8.26 eV. Its total charge is 0. The orbital gap (spin up / spin down) comes out at 6.6 / 6.6 eV.

Structure (XYZ):
```
13
Properties=species:S:1:pos:R:3:lowdin_charge:R:1
C -1.351 0.157 0.007 -0.603
C 1.031 0.159 0.069 -0.914
N -1.335 -1.070 -0.099 0.221
N -0.140 0.838 -0.060 0.030
N 0.911 -1.075 0.435 0.007
N -2.343 1.118 -0.172 0.132
N 1.786 -1.912 -0.157 0.088
S 2.486 1.057 0.036 0.557
H -0.215 1.803 0.346 0.144
H -3.306 0.963 -0.076 0.077
H -2.071 2.082 0.006 0.093
H 2.421 -1.501 -0.796 0.058
H 2.125 -2.621 0.461 0.107
```

Record 5
A 5-piece molecular cluster, C2H5N7 overall. Source: the Open Molecules 2025 dataset; level of theory: wB97M-V/def2-TZVPD.

As for the energy above the lowest of the compared OMol25 structures with the same formula, charge and spin: 336.8 kcal per mole. The total energy comes out at -461.9244 Ha. For the HOMO energy, the calculation gives -8.92 eV. Its total charge is 0. The orbital gap comes out at 7.4 eV.

Structure (XYZ):
```
14
Properties=species:S:1:pos:R:3:lowdin_charge:R:1
C -0.222 0.055 0.589 -0.493
C 1.308 -0.080 -1.307 -0.076
H -3.831 -0.209 0.788 0.186
H -2.218 -2.287 1.684 0.211
H 1.640 -0.164 -2.324 0.124
H -2.233 0.545 -0.967 0.244
H -1.420 -1.570 -1.229 0.208
N -2.328 -1.070 0.495 -0.186
N -1.260 -0.234 1.223 -0.060
N 0.710 0.897 1.205 0.074
N 1.842 1.087 0.717 0.038
N 2.201 0.251 -0.409 0.002
N 0.010 -0.076 -0.744 -0.255
N -0.955 -0.307 -1.578 -0.016
```

Record 6
A 2-piece molecular cluster, C2H5NO overall. Source: the Open Molecules 2025 dataset; level of theory: wB97M-V/def2-TZVPD.

As for the energy above the lowest of the compared OMol25 structures with the same formula, charge and spin: 38.5 kcal per mole. The total energy comes out at -209.1610 Ha. For the HOMO energy, the calculation gives -10.44 eV. Its total charge is 0. Its SMILES is CN=C=O.[H][H]. The orbital gap comes out at 11.2 eV.

Structure (XYZ):
```
9
Properties=species:S:1:pos:R:3:lowdin_charge:R:1
C -1.218 -0.278 -0.052 -0.101
N 0.085 0.335 0.036 0.027
C 0.443 1.477 0.192 -0.331
O 0.895 2.552 0.340 0.144
H -1.795 -0.080 0.856 0.084
H -1.105 -1.358 -0.166 0.071
H -1.764 0.111 -0.917 0.084
H 2.598 -1.382 -0.190 0.023
H 1.860 -1.378 -0.099 -0.001
```

Record 7
One molecule with the formula C2H5NO. Source: the Open Molecules 2025 dataset; level of theory: wB97M-V/def2-TZVPD.

As for the energy above the lowest of the compared OMol25 structures with the same formula, charge and spin: 88.1 kcal per mole. The total energy comes out at -208.8782 Ha. For the HOMO energy (spin up / spin down), the calculation gives -3.92 / -11.10 eV. Its total charge is 0. As for the multiplicity: 3. The orbital gap (spin up / spin down) comes out at 5.0 / 8.7 eV.

Structure (XYZ):
```
9
Properties=species:S:1:pos:R:3:lowdin_spin:R:1
C 0.552 0.519 -0.161 0.126
C 0.160 -0.977 0.018 0.361
N -0.897 0.889 0.017 0.548
O -1.317 -0.478 -0.079 0.719
H 1.180 1.020 0.474 0.011
H 0.682 0.919 -1.222 0.025
H 0.213 -1.568 -0.932 0.057
H 0.398 -1.433 0.909 0.082
H -0.972 1.109 0.976 0.071
```

Record 8
One molecule with the formula C2H5NO2. Source: the Open Molecules 2025 dataset; level of theory: wB97M-V/def2-TZVPD.

As for the energy above the lowest of the compared OMol25 structures with the same formula, charge and spin: 73.2 kcal per mole. The total energy comes out at -284.3507 Ha. For the HOMO energy, the calculation gives -10.14 eV. Its total charge is 0. Its SMILES is O=CNCO. The orbital gap comes out at 10.4 eV.

Structure (XYZ):
```
10
Properties=species:S:1:pos:R:3:lowdin_charge:R:1
O -2.179 -0.445 -0.163 -0.069
C -1.090 0.049 0.400 -0.293
N -0.163 0.859 -0.260 -0.012
C 1.237 0.484 0.194 -0.318
O 1.649 -0.891 -0.024 -0.156
H -0.723 -0.200 1.410 0.127
H -0.383 0.538 -1.377 0.223
H 1.892 1.194 -0.488 0.131
H 1.591 0.707 1.296 0.152
H 2.123 -0.763 -1.080 0.215
```